DFT (ωB97M-V with the def2-TZVPD basis set) results for C6H6N4O as an isolated structure at a distorted geometry.

XYZ file:
```
17
Properties=species:S:1:pos:R:3:forces:R:3:lowdin_charge:R:1
C 0.3078 0.9646 2.9257 -1.84 -5.52 -1.47 -0.045
C -0.0477 0.3113 0.5874 4.83 0.79 -1.03 -0.321
C -1.6931 -1.1354 -0.1827 -0.32 1.53 3.68 -0.127
C -0.1231 -0.6481 -1.7475 5.74 6.09 0.70 -0.445
C 1.5026 0.8290 -2.4601 -2.61 -4.85 0.76 -0.101
C 0.4279 0.2328 -0.6927 2.33 2.58 -0.97 -0.135
H 0.8982 1.5038 3.5859 1.67 1.01 0.53 0.037
H -0.7510 1.3339 3.0298 1.05 -0.44 -0.69 0.089
H 0.3392 -0.2661 3.2250 -0.40 3.61 -0.06 0.150
H -2.6792 -1.6225 -0.0279 1.04 0.38 0.34 0.135
H -0.9056 -2.5734 -1.8913 -2.02 4.51 1.93 0.346
H 2.0891 1.2150 -3.2665 0.27 0.27 -0.10 0.083
N -1.1589 -0.2945 0.7644 -5.05 -3.44 0.19 0.154
N -1.1463 -1.3405 -1.3651 -0.14 -7.60 -3.12 0.083
N 0.5903 -0.4570 -2.8287 0.81 2.03 -0.44 0.082
N 1.4931 1.0939 -1.1959 -2.10 -1.36 -0.61 0.102
O 0.8567 0.8533 1.5402 -3.26 0.41 0.36 -0.084
```
Forces are in eV/Å.

Properties
Relative energy (zero: lowest compared OMol25 entry of this formula, charge and spin) (kcal per mole): 127.1
E_tot (a.u.): -526.32392
Net charge: 0
Orbital gap (eV): 7.51
Lowest unoccupied orbital energy (eV): -0.88



DFT (ωB97M-V with the def2-TZVPD basis set) results for an isolated ion of composition C10H11BrNO2 and charge +1 at a distorted geometry.

XYZ file:
```
25
Properties=species:S:1:pos:R:3:forces:R:3:lowdin_charge:R:1
C -1.7814 1.8870 0.9401 -2.81 0.61 -1.45 -0.009
C -2.8607 1.5001 0.0070 2.28 0.40 1.10 0.035
C -0.6777 1.1903 0.9931 3.31 -3.56 0.06 0.030
C -2.9262 0.2485 -0.5016 2.20 1.24 0.50 0.070
C -0.5077 -0.0925 0.2340 -1.05 -0.02 1.78 -0.150
C -1.8706 -0.6724 -0.0579 -0.37 4.00 -2.56 -0.128
C 0.5719 -1.1549 0.6132 -0.51 0.46 -0.14 -0.265
C 0.8835 -0.2335 -0.5356 0.66 -1.74 0.94 -0.105
C 2.0861 0.7320 -0.4957 0.53 1.62 -0.36 -0.256
C 3.3670 0.0924 -1.0589 -0.57 -0.20 -0.18 -0.557
N -2.4359 -1.7293 0.2596 2.25 -2.29 0.77 0.026
O -3.1536 -2.5873 0.5352 -1.83 -1.90 0.41 0.247
O 0.1026 -2.4397 0.3877 -0.82 0.76 -1.28 0.035
Br 3.9461 -1.3677 0.1726 0.05 0.76 -0.81 0.645
H -1.8465 2.7831 1.4930 -0.35 0.89 0.49 0.114
H -3.5275 2.2315 -0.3244 -1.21 1.05 -0.10 0.108
H 0.2063 1.3344 1.6450 -0.71 0.84 -0.53 0.154
H -3.6662 0.0214 -1.2169 -0.94 -0.87 -0.35 0.130
H 0.9825 -1.1638 1.6053 0.64 1.15 0.18 0.159
H 0.7593 -0.7767 -1.4703 -0.04 0.26 -0.08 0.164
H 1.9452 1.5806 -1.2869 -0.20 -0.99 1.89 0.154
H 2.4428 1.0953 0.5449 -1.39 -0.21 -1.61 0.137
H 4.1323 0.8860 -1.2290 -0.32 -0.92 0.66 0.090
H 3.1290 -0.3202 -2.0439 0.36 -0.39 0.25 0.067
H 0.6993 -3.0445 0.7904 0.82 -0.94 0.44 0.104
```
Forces are in eV/Å.

Properties
Relative energy (zero: lowest compared OMol25 entry of this formula, charge and spin) (kcal per mole): 0.0
E_tot (a.u.): -3166.38362
Net charge: +1
Orbital gap (spin up / spin down) (eV): 8.35 / 5.87
Spin multiplicity: 3
Lowest unoccupied orbital energy (spin up / spin down) (eV): -4.17 / -7.45



DFT (ωB97M-V with the def2-TZVPD basis set) results for C25H22N3O8PS3W as an isolated structure at a distorted geometry.

XYZ file:
```
63
Properties=species:S:1:pos:R:3:forces:R:3:lowdin_charge:R:1
W -1.0094 1.5632 0.3052 1.46 -1.46 -0.44 1.594
O -4.0198 -0.3166 2.1507 -0.18 -0.14 0.48 0.247
C -3.2822 0.0449 1.3168 0.51 0.06 -0.29 -0.445
O -2.1403 0.8007 1.5509 -0.53 -0.12 0.27 -0.285
C -3.3980 -0.1921 -0.1473 0.35 0.13 -0.18 -0.173
C -4.4596 -0.8700 -0.6707 -0.26 -0.16 -0.09 0.071
C -4.5679 -0.9585 -2.0548 -0.10 -0.06 -0.05 0.039
C -3.6263 -0.3232 -2.8418 -0.08 -0.04 -0.16 0.027
C -2.5765 0.3433 -2.2423 -0.09 0.05 0.13 -0.066
N -2.4330 0.3722 -0.9134 0.05 0.00 0.36 -0.032
H -5.1855 -1.2988 0.0064 -0.03 -0.01 -0.04 0.151
H -5.3925 -1.4932 -2.5078 0.01 0.01 0.02 0.139
H -3.6922 -0.3295 -3.9216 -0.02 -0.02 0.04 0.137
H -1.8516 0.8726 -2.8329 0.07 0.09 -0.08 0.128
O -3.0568 2.6733 0.0453 0.09 0.42 0.03 -0.270
S -2.0736 3.7605 0.2669 -0.37 0.53 0.02 0.501
O -2.3916 5.1170 0.1924 0.03 -0.07 -0.01 -0.115
O -1.3223 3.2265 1.4942 -0.09 0.55 -0.17 -0.413
O -0.9829 3.2052 -0.7701 -0.24 0.47 -0.17 -0.437
S 1.2469 2.1200 1.1826 -0.72 -0.22 0.19 0.527
P 1.1306 0.2912 2.0983 0.20 -0.61 0.10 0.323
S 0.0304 -0.7508 0.7210 -0.07 0.52 0.01 0.527
C 2.7093 -0.4598 2.3616 0.20 0.15 -0.09 -0.393
C 3.8861 0.1786 1.9791 0.04 -0.07 -0.03 -0.083
C 5.1018 -0.4365 2.2424 -0.01 0.05 -0.03 -0.046
C 5.1267 -1.6752 2.8662 0.03 -0.02 0.01 -0.034
C 3.9469 -2.3127 3.2369 -0.01 -0.03 0.00 -0.040
C 2.7286 -1.7059 2.9929 0.03 0.00 0.06 -0.068
C 0.2794 0.4329 3.6479 -0.06 0.07 0.10 -0.414
C 0.7154 1.4179 4.5366 0.01 0.03 0.13 -0.073
C 0.1227 1.5159 5.7846 0.03 0.00 -0.06 -0.040
C -0.9015 0.6426 6.1354 -0.04 -0.03 -0.03 -0.031
C -1.3316 -0.3358 5.2472 -0.01 0.02 0.04 -0.039
C -0.7399 -0.4468 3.9980 -0.10 -0.07 0.05 -0.102
H 3.8637 1.1445 1.4861 0.00 -0.04 0.02 0.086
H 6.0266 0.0504 1.9591 -0.05 -0.02 0.03 0.121
H 6.0767 -2.1507 3.0712 -0.01 0.00 -0.01 0.122
H 3.9793 -3.2788 3.7242 0.00 0.04 -0.02 0.122
H 1.8085 -2.1923 3.2998 0.03 0.03 0.00 0.117
H 1.5089 2.1056 4.2616 -0.03 -0.03 0.02 0.112
H 0.4565 2.2733 6.4820 -0.02 -0.02 -0.03 0.122
H -1.3721 0.7305 7.1073 0.04 -0.02 -0.05 0.123
H -2.1343 -1.0080 5.5233 0.05 0.03 -0.01 0.122
H -1.0775 -1.2075 3.3028 0.02 0.04 0.04 0.090
O -0.8840 -2.8316 -6.2417 0.09 -0.03 0.03 -0.024
C 0.5051 -2.9360 -5.9942 -0.14 0.11 0.00 -0.226
N 0.9173 -1.7310 -5.3156 0.01 0.02 0.12 0.105
C 0.6565 -1.5767 -3.9977 -0.05 -0.18 -0.10 -0.427
O 0.2378 -2.4585 -3.2727 0.03 0.10 -0.05 0.095
C 0.8871 -0.2032 -3.4128 0.08 -0.13 -0.11 -0.072
C 1.6479 0.8192 -3.9486 0.09 0.09 -0.16 0.051
C 1.7328 2.0192 -3.2555 0.11 0.00 -0.12 0.014
C 1.0354 2.1712 -2.0825 0.10 -0.08 0.00 -0.121
N 0.2964 1.1731 -1.5571 -0.56 0.23 0.19 -0.126
C 0.2592 0.0089 -2.2063 0.22 -0.02 0.09 -0.156
H -1.2412 -3.7096 -6.4138 0.00 0.01 -0.03 0.101
H 1.0717 -3.0022 -6.9196 0.04 -0.02 -0.12 0.133
H 0.7392 -3.7827 -5.3565 0.01 -0.09 0.09 0.133
H 1.0795 -0.9180 -5.8860 0.00 0.00 0.00 0.139
H 2.1885 0.6968 -4.8803 -0.01 0.00 0.05 0.136
H 2.3338 2.8410 -3.6197 -0.02 -0.03 -0.01 0.134
H 1.0813 3.0988 -1.5424 -0.03 0.10 0.05 0.102
H -0.2704 -0.8188 -1.7711 -0.11 -0.10 -0.03 0.061
```
Forces are in eV/Å.

Properties
Relative energy (zero: lowest compared OMol25 entry of this formula, charge and spin) (kcal per mole): 40.1
E_tot (a.u.): -3334.64131
Net charge: +2
Orbital gap (eV): 5.72
Lowest unoccupied orbital energy (eV): -8.86



DFT (ωB97M-V with the def2-TZVPD basis set) results for C54H47N5OP3Pd as an isolated structure.

XYZ file:
```
111
Properties=species:S:1:pos:R:3:forces:R:3:lowdin_charge:R:1
Pd 0.2180 0.1095 -0.3157 0.09 0.53 -0.69 0.474
N -0.9337 1.4166 1.1131 0.32 -0.69 -0.44 0.032
C -2.1372 1.9424 0.5793 -0.11 0.15 0.01 -0.300
C -2.6467 3.1533 1.0288 0.02 -0.06 0.02 -0.017
C -3.8298 3.6431 0.4981 -0.03 0.00 -0.02 -0.057
C -4.5162 2.9291 -0.4752 0.02 0.01 0.02 -0.064
C -3.9976 1.7285 -0.9335 0.03 0.00 0.01 -0.077
C -2.7987 1.2348 -0.4242 -0.05 0.07 -0.01 -0.301
P -2.0253 -0.2895 -1.0325 0.08 -0.21 0.20 1.061
C -2.5980 -0.4115 -2.7438 0.03 -0.04 -0.03 -0.364
C -2.2927 0.6114 -3.6410 0.07 -0.01 -0.01 -0.106
C -2.6980 0.5244 -4.9615 -0.01 0.02 0.00 -0.062
C -3.4273 -0.5782 -5.3908 -0.02 0.00 -0.01 -0.064
C -3.7590 -1.5836 -4.4955 0.00 -0.01 -0.03 -0.064
C -3.3461 -1.5042 -3.1725 0.07 -0.04 0.02 -0.077
C -2.8030 -1.6634 -0.1484 -0.02 0.01 -0.01 -0.372
C -4.0563 -1.5303 0.4442 0.01 0.00 -0.01 -0.075
C -4.6075 -2.5959 1.1421 0.00 -0.01 0.00 -0.065
C -3.9118 -3.7918 1.2492 -0.01 -0.01 0.00 -0.056
C -2.6633 -3.9283 0.6554 0.00 0.00 0.00 -0.051
C -2.1087 -2.8670 -0.0393 0.03 0.01 -0.02 -0.097
H -0.4835 2.0153 1.7924 0.11 0.12 -0.10 0.094
H -0.9990 0.4475 1.4828 -0.36 0.01 0.74 0.032
H -2.1175 3.7065 1.7961 0.00 0.00 0.00 0.116
H -4.2196 4.5886 0.8516 0.00 0.00 0.00 0.113
H -5.4398 3.3124 -0.8861 0.00 0.00 0.00 0.111
H -4.5116 1.1817 -1.7143 0.00 -0.01 -0.01 0.116
H -1.7438 1.4819 -3.3031 -0.01 -0.01 0.00 0.097
H -2.4538 1.3187 -5.6547 0.00 0.00 0.00 0.110
H -3.7501 -0.6439 -6.4216 0.01 0.00 0.00 0.111
H -4.3440 -2.4325 -4.8242 0.00 0.00 0.00 0.112
H -3.6075 -2.2903 -2.4759 0.02 -0.02 -0.01 0.108
H -4.6013 -0.5971 0.3761 0.00 0.01 0.00 0.102
H -5.5782 -2.4881 1.6076 0.00 0.00 0.00 0.110
H -4.3386 -4.6166 1.8045 0.00 0.00 0.00 0.113
H -2.1089 -4.8527 0.7515 0.00 0.00 0.01 0.116
H -1.1169 -2.9690 -0.4630 -0.03 0.01 -0.01 0.084
C 3.4008 1.2652 -1.1987 0.04 0.03 0.03 -0.302
N 3.8744 -0.0107 -1.6797 0.02 0.01 0.08 -0.165
C 3.0978 -1.2164 -1.5448 0.01 -0.07 -0.11 -0.301
P 1.3178 -0.9816 -1.9588 -0.02 0.20 0.16 0.971
C 0.7613 -2.6440 -2.3576 -0.07 0.05 -0.07 -0.370
C -0.1073 -2.8600 -3.4278 -0.03 0.01 0.03 -0.097
C -0.5849 -4.1361 -3.6765 -0.01 -0.03 0.01 -0.060
C -0.2013 -5.1947 -2.8621 -0.03 -0.01 -0.05 -0.056
C 0.6740 -4.9825 -1.8076 0.03 -0.01 0.03 -0.056
C 1.1644 -3.7103 -1.5578 -0.10 -0.06 0.11 -0.099
C 1.3788 -0.0513 -3.5049 0.04 -0.01 -0.01 -0.351
C 1.9460 -0.6403 -4.6353 0.03 0.01 -0.01 -0.070
C 2.0782 0.0896 -5.8047 0.00 0.01 0.00 -0.050
C 1.6529 1.4118 -5.8518 0.02 -0.01 -0.01 -0.056
C 1.0943 2.0040 -4.7293 -0.01 0.02 0.01 -0.066
C 0.9572 1.2722 -3.5590 -0.05 -0.02 -0.03 -0.145
C 5.1755 -0.0848 -2.2076 0.01 0.02 -0.03 -0.229
C 5.9089 -1.2721 -2.1579 0.00 0.01 0.02 -0.027
C 7.1873 -1.3256 -2.6914 0.00 -0.01 -0.01 -0.077
C 7.7654 -0.2055 -3.2686 0.00 0.00 0.00 -0.091
C 7.0426 0.9766 -3.3107 0.00 0.01 0.00 -0.080
C 5.7579 1.0415 -2.7939 -0.01 -0.02 0.00 -0.032
P 2.2339 1.1183 0.2086 0.01 -0.04 0.01 0.995
C 3.2224 0.4234 1.5364 -0.02 -0.06 0.00 -0.367
C 4.4155 1.0346 1.9332 0.01 0.00 -0.04 -0.086
C 5.1849 0.4508 2.9221 0.00 0.02 -0.02 -0.061
C 4.7742 -0.7419 3.5110 0.00 -0.01 0.02 -0.051
C 3.5950 -1.3515 3.1164 -0.01 0.00 -0.02 -0.045
C 2.8133 -0.7652 2.1287 -0.01 -0.02 0.06 -0.087
C 1.8732 2.8404 0.6373 -0.01 0.00 0.03 -0.361
C 1.4731 3.7435 -0.3473 -0.04 0.01 -0.02 -0.088
C 1.0875 5.0285 -0.0003 0.00 0.00 -0.01 -0.064
C 1.0858 5.4201 1.3320 0.00 0.00 0.02 -0.067
C 1.4741 4.5240 2.3174 0.01 0.02 0.00 -0.064
C 1.8677 3.2375 1.9743 0.02 -0.03 0.00 -0.095
H 2.9177 1.8711 -1.9756 0.01 -0.01 0.02 0.076
H 4.2485 1.8442 -0.8206 0.00 -0.01 -0.03 0.103
H 3.1603 -1.6975 -0.5597 0.02 0.02 0.04 0.094
H 3.4565 -1.9381 -2.2809 0.03 -0.01 0.01 0.102
H -0.3937 -2.0401 -4.0734 -0.09 0.04 0.01 0.102
H -1.2546 -4.3052 -4.5096 0.00 0.01 0.00 0.111
H -0.5807 -6.1892 -3.0573 0.00 0.01 0.01 0.112
H 0.9746 -5.7982 -1.1640 0.01 -0.01 -0.01 0.117
H 1.8196 -3.5677 -0.7118 0.05 0.02 0.16 0.079
H 2.2814 -1.6706 -4.6064 0.00 0.00 0.00 0.119
H 2.5169 -0.3726 -6.6787 0.00 0.01 0.00 0.115
H 1.7600 1.9803 -6.7662 0.00 0.00 0.00 0.113
H 0.7621 3.0338 -4.7655 0.00 0.00 0.00 0.112
H 0.5091 1.7240 -2.6806 0.00 0.00 0.02 0.067
H 5.5067 -2.1519 -1.6739 -0.03 0.00 0.01 0.108
H 7.7402 -2.2544 -2.6362 0.00 0.00 0.00 0.109
H 8.7656 -0.2526 -3.6763 0.00 0.00 0.00 0.105
H 7.4733 1.8607 -3.7626 0.00 0.00 0.00 0.107
H 5.2040 1.9674 -2.8745 -0.01 0.00 0.01 0.105
H 4.7397 1.9628 1.4760 0.00 0.00 0.01 0.113
H 6.1078 0.9211 3.2342 0.00 0.00 0.00 0.112
H 5.3825 -1.1949 4.2829 0.00 0.00 -0.01 0.114
H 3.2749 -2.2811 3.5657 -0.01 -0.03 0.00 0.108
H 1.8831 -1.2303 1.8281 -0.05 -0.04 -0.02 0.062
H 1.4515 3.4506 -1.3904 0.01 -0.01 0.01 0.089
H 0.7860 5.7253 -0.7712 0.00 0.00 0.00 0.112
H 0.7860 6.4243 1.6006 0.00 0.00 0.00 0.112
H 1.4803 4.8263 3.3564 0.00 0.00 0.00 0.114
H 2.1766 2.5457 2.7487 0.01 0.00 -0.01 0.111
N -1.6369 -1.1398 3.6882 0.01 0.06 0.10 0.181
C -0.7376 -1.7335 2.8539 -0.10 -0.08 -0.12 -0.505
O -0.5087 -1.1911 1.7306 0.07 0.00 0.34 -0.154
C -0.1162 -2.9243 3.3014 -0.05 0.18 -0.04 -0.215
C -0.4730 -3.4633 4.5594 -0.01 -0.02 0.06 -0.243
N -0.8262 -3.8266 5.5967 0.00 0.00 -0.03 0.138
C 0.8222 -3.5820 2.4886 0.04 -0.04 -0.12 -0.244
N 1.5969 -4.1179 1.8188 0.06 0.07 -0.20 0.152
H -1.9299 -1.6198 4.5242 -0.02 0.01 -0.01 0.092
H -2.2695 -0.4707 3.2887 -0.05 0.00 -0.01 0.098
```
Forces are in eV/Å.

Properties
Relative energy (zero: lowest compared OMol25 entry of this formula, charge and spin) (kcal per mole): 1.6
E_tot (a.u.): -3586.84351
Net charge: +1
Orbital gap (eV): 6.22
Lowest unoccupied orbital energy (eV): -3.38